C45H43BrHfN3OSSbSi as an isolated structure in a non-equilibrium geometry, computed with ωB97M-V/def2-TZVPD.

The geometry in XYZ format:
```
97
Properties=species:S:1:pos:R:3:forces:R:3
Hf -0.0073 -1.2293 -0.1623 0.53 -0.54 -0.70
Sb -1.1455 1.5681 -0.3550 0.01 -0.25 0.12
Br -6.6939 -4.1291 2.1061 0.10 0.05 -0.06
S 2.0587 -0.0839 -1.2657 -0.28 0.02 0.16
Si 5.1633 0.9786 -0.2197 0.06 0.05 -0.05
O -1.9016 -1.6487 -0.5361 0.20 0.21 0.07
N 1.6482 -0.8299 1.2331 -0.18 0.35 -0.03
N -0.3582 -3.0543 1.1133 -0.36 0.35 0.14
N 1.0501 -3.1006 -1.0822 0.11 0.16 -0.03
C 3.0422 -5.5113 0.9022 0.06 -0.05 0.01
C 0.7969 -3.8755 1.1619 0.28 -0.12 0.06
C -1.1468 1.3594 2.9483 0.02 -0.01 0.02
C -2.7855 1.3580 0.9877 0.20 0.00 -0.01
C 3.7940 0.2380 0.9002 -0.03 -0.07 -0.03
C -4.0733 1.1995 0.4965 -0.15 0.01 0.06
C 1.9159 -1.0044 2.5460 -0.09 -0.10 0.02
C 1.2368 -4.6066 2.2291 -0.07 0.07 -0.10
C -5.3240 -2.6052 0.1250 -0.07 0.01 0.00
C -3.9200 -3.6548 1.7601 0.08 -0.02 0.03
C -3.4455 1.5408 -4.1226 0.04 -0.07 -0.06
C -2.5152 1.1476 2.3513 0.03 0.02 -0.08
C 4.5037 2.4763 -1.1286 0.03 -0.07 -0.05
C 6.5632 1.4654 0.9209 -0.03 -0.07 -0.08
C -2.7888 -3.0689 1.1563 -0.09 0.11 -0.13
C 0.7351 3.5881 -1.4315 0.04 -0.10 -0.01
C 1.4953 -3.9138 -0.0722 0.07 -0.05 0.24
C 3.0903 -0.5814 3.0920 0.08 0.00 0.05
C 1.3559 4.7998 -1.6808 0.06 0.03 0.01
C -1.9293 1.2237 -2.2952 0.06 0.21 -0.06
C 5.7209 -0.3786 -1.3890 0.00 0.11 0.09
C -2.8686 0.4800 -4.8043 -0.12 0.11 0.03
C -1.7771 -0.1824 -4.2638 0.11 -0.07 0.02
C -5.1148 0.8546 1.3499 -0.03 0.02 -0.10
C 2.6882 -4.0854 -2.5229 0.07 -0.07 0.01
C -4.8621 0.6406 2.6928 0.14 0.02 0.06
C 2.3791 -5.4238 2.0919 0.07 -0.07 0.05
C -0.2638 3.4955 -0.4655 -0.22 -0.03 0.06
C 0.9809 5.9180 -0.9512 -0.02 0.00 0.02
C -1.4950 -3.5441 1.5196 0.10 -0.01 -0.01
C 4.0279 0.0359 2.2529 -0.05 0.00 -0.09
C -0.0178 5.8229 0.0058 0.03 -0.01 -0.05
C -1.3118 0.1969 -3.0167 -0.09 0.16 -0.09
C 3.1988 -4.8359 -1.4966 -0.01 0.04 -0.06
C 1.6372 -3.2012 -2.2628 -0.04 0.01 0.00
C -2.9568 -2.2248 0.0338 -0.15 -0.08 0.26
C 2.6092 -4.7606 -0.2170 -0.18 0.03 -0.03
C -4.2327 -2.0352 -0.4910 0.10 0.08 -0.08
C -5.1711 -3.3957 1.2684 -0.15 -0.05 0.07
C -3.5591 3.1878 -2.2466 0.01 0.00 -0.01
C -1.8055 4.5933 1.2506 0.02 0.04 -0.03
C 2.5475 -0.2100 0.4194 0.10 -0.23 0.06
C -0.6703 4.6189 0.2614 -0.08 -0.08 0.08
C -2.9771 1.9489 -2.8732 0.05 -0.07 0.06
C -3.5685 0.7865 3.1828 -0.13 -0.04 0.03
H -4.6496 3.1808 -2.2639 0.01 -0.03 -0.02
H -3.2416 3.3251 -1.2131 0.01 0.02 0.02
H 3.9028 -6.1595 0.7976 -0.01 0.00 0.00
H -3.3750 0.6291 4.2376 -0.01 0.00 0.00
H 1.2846 -2.5388 -3.0432 -0.01 0.01 0.01
H 3.1031 -4.1342 -3.5190 0.00 0.01 0.00
H -1.0571 0.8691 3.9170 -0.02 -0.02 -0.01
H -3.7958 -4.3140 2.6104 0.02 0.01 -0.01
H -3.2312 4.0641 -2.8093 0.00 0.01 0.03
H -0.3835 -0.2580 -2.6587 -0.13 -0.06 0.08
H -0.3127 6.7046 0.5617 0.00 -0.01 0.00
H -0.3388 0.9867 2.3083 -0.02 0.01 0.02
H 2.1304 4.8678 -2.4332 -0.01 0.00 0.00
H 6.5635 -0.0193 -1.9850 -0.01 -0.01 0.00
H 7.3119 2.0053 0.3359 0.01 -0.04 0.01
H -1.8474 3.6652 1.8158 -0.02 0.08 -0.04
H 6.0591 -1.2592 -0.8384 0.02 0.02 0.02
H 3.2965 -0.7373 4.1411 -0.03 0.01 0.00
H 2.7172 -5.9983 2.9436 0.00 0.01 -0.01
H 1.4618 6.8706 -1.1308 0.00 -0.01 0.00
H 4.9718 0.3543 2.6795 -0.02 0.00 -0.01
H -2.7652 4.7049 0.7392 -0.01 -0.01 0.00
H -1.2873 -0.9716 -4.8196 0.00 0.01 0.01
H 1.1498 -1.5065 3.1235 0.00 0.02 0.02
H -4.3438 -1.4211 -1.3755 0.00 -0.01 0.01
H 4.9344 -0.6877 -2.0784 -0.03 0.04 0.01
H 7.0590 0.5939 1.3550 0.00 0.03 0.01
H 4.1333 2.2092 -2.1201 -0.01 0.02 0.02
H 0.7136 -4.5675 3.1770 -0.01 0.01 -0.01
H -0.9473 2.4218 3.1081 0.04 -0.04 0.02
H -3.2520 0.1924 -5.7741 0.00 0.00 0.00
H -1.7221 5.4160 1.9588 0.02 0.01 -0.01
H 6.2583 2.1299 1.7319 -0.04 0.00 -0.03
H 3.6943 2.9665 -0.5880 -0.06 0.02 0.06
H -1.4738 -4.4698 2.0954 0.05 0.00 0.00
H -5.6663 0.3685 3.3638 0.01 0.00 0.00
H 5.3016 3.2122 -1.2554 0.00 -0.05 -0.02
H -6.3167 -2.4439 -0.2752 0.02 0.01 0.00
H -6.1196 0.7555 0.9589 0.01 -0.01 0.01
H -4.2817 1.3461 -0.5548 0.00 -0.03 -0.02
H -4.2669 2.0822 -4.5772 0.01 0.00 0.00
H 4.0442 -5.4935 -1.6580 -0.01 0.00 0.00
H 1.0318 2.7106 -1.9960 0.03 0.01 -0.02
```
Forces are in eV/Å.

Values from the calculation:
LUMO level	-6.14	eV
energy above the lowest of the compared OMol25 structures with the same formula, charge and spin	64.4	kJ/mol
charge	+2
E_HOMO	-13.2	eV

Results of the Löwdin charge analysis, in e, for atoms 1 through 4: number 1, Hf, carries 1.467; number 2, Sb, carries 1.557; number 3, Br, carries 0.809; number 4, S, carries 0.618